# 1
{
  "formula": "C2H13N2O2",
  "method": "ωB97M-V with the def2-TZVPD basis set",
  "e_above_lowest_ev": 0.742,
  "total_charge": 1,
  "total_energy_ev": -9353.891,
  "gap_ev": 11.19,
  "elements": ["C", "N", "C", "N", "H", "H", "H", "H", "H", "H", "H", "H", "H", "H", "H", "O", "H", "H", "O"],
  "xyz": [[1.480, 1.108, -0.918], [1.663, 0.172, -2.085], [1.003, 0.132, 0.173], [-0.354, -0.380, -0.133], [0.784, 1.809, -1.374], [2.417, 1.540, -0.573], [1.899, 0.721, -2.914], [2.521, -0.362, -1.979], [1.183, 0.484, 1.185], [1.687, -0.710, 0.105], [-0.270, -0.369, -1.170], [-0.577, -1.340, 0.126], [-1.094, 0.280, 0.093], [-3.596, 0.382, 0.657], [-3.760, -0.764, -0.292], [-3.075, -0.295, 0.185], [-0.942, -1.499, 3.075], [-0.472, -0.107, 3.244], [-0.497, -0.802, 2.593]]
}

# 2
{
  "formula": "CH6NO2P",
  "method": "ωB97M-V with the def2-TZVPD basis set",
  "e_above_lowest_ev": 3.418,
  "total_charge": 0,
  "total_energy_ev": -16006.469,
  "gap_ev": [8.25, 8.25],
  "elements": ["C", "N", "O", "O", "P", "H", "H", "H", "H", "H", "H"],
  "xyz": [[-0.255, 2.702, -0.899], [0.426, 1.618, -1.107], [-0.152, 0.305, 1.603], [0.940, -0.761, -0.312], [0.934, 0.579, 0.644], [-1.187, 2.574, -0.235], [-0.085, 3.564, -1.590], [1.818, -0.855, -0.612], [2.977, 3.859, 0.274], [1.281, 1.574, -1.640], [2.202, 4.003, 0.665]]
}

# 3
{
  "formula": "C2Cl2N2O2",
  "method": "ωB97M-V with the def2-TZVPD basis set",
  "e_above_lowest_ev": 0.223,
  "total_charge": 0,
  "total_energy_ev": -34190.370,
  "smiles": "O=C=NCl.O=C=NCl",
  "gap_ev": 10.25,
  "elements": ["O", "C", "N", "Cl", "O", "C", "N", "Cl"],
  "xyz": [[1.933, -1.608, -0.929], [1.471, -0.583, -0.632], [0.891, 0.384, -0.345], [0.979, 2.008, -0.339], [-1.735, 0.822, -0.949], [-1.523, 0.402, 0.095], [-1.499, -0.306, 1.070], [-0.517, -1.120, 2.030]]
}

# 4
{
  "formula": "C3H3NO3",
  "method": "ωB97M-V with the def2-TZVPD basis set",
  "e_above_lowest_ev": 4.449,
  "total_charge": 0,
  "total_energy_ev": -10788.252,
  "gap_ev": 9.54,
  "elements": ["N", "C", "O", "C", "O", "C", "O", "H", "H", "H"],
  "xyz": [[-0.573, 1.363, -0.915], [-0.423, 0.195, -0.520], [0.658, -0.641, -0.673], [1.754, -0.383, 0.092], [1.853, 0.545, 0.833], [-1.859, -0.215, 1.240], [-1.463, -0.539, 0.020], [0.278, 1.744, -1.329], [2.501, -1.161, -0.093], [-2.719, -0.919, 1.375]]
}

# 5
{
  "formula": "C44H88O29",
  "method": "ωB97M-V with the def2-TZVPD basis set",
  "e_above_lowest_ev": 0.000,
  "total_charge": 0,
  "total_energy_ev": -106431.160,
  "smiles": "CCOC(=O)OC.CCOC(=O)OC.CCOC(=O)OC.CCOC(=O)OC.CCOC(=O)OC.CCOC(=O)OC.CCOC(=O)OC.CCOC(=O)OC.CCOC(=O)OC.C1CCOC1.C1CCOC1",
  "gap_ev": 10.07,
  "elements": ["C", "C", "O", "C", "O", "O", "C", "H", "H", "H", "H", "H", "H", "H", "H", "C", "C", "O", "C", "O", "O", "C", "H", "H", "H", "H", "H", "H", "H", "H", "C", "C", "O", "C", "O", "O", "C", "H", "H", "H", "H", "H", "H", "H", "H", "C", "C", "O", "C", "O", "O", "C", "H", "H", "H", "H", "H", "H", "H", "H", "C", "C", "O", "C", "O", "O", "C", "H", "H", "H", "H", "H", "H", "H", "H", "C", "C", "O", "C", "O", "O", "C", "H", "H", "H", "H", "H", "H", "H", "H", "C", "C", "O", "C", "O", "O", "C", "H", "H", "H", "H", "H", "H", "H", "H", "C", "C", "O", "C", "O", "O", "C", "H", "H", "H", "H", "H", "H", "H", "H", "C", "C", "O", "C", "O", "O", "C", "H", "H", "H", "H", "H", "H", "H", "H", "C", "C", "C", "O", "C", "H", "H", "H", "H", "H", "H", "H", "H", "C", "C", "C", "O", "C", "H", "H", "H", "H", "H", "H", "H", "H"],
  "xyz": [[6.388, 16.896, 11.137], [5.923, 18.199, 11.748], [4.827, 18.846, 11.126], [3.567, 18.445, 11.273], [3.168, 17.463, 11.802], [2.815, 19.327, 10.664], [1.441, 19.085, 10.568], [6.678, 17.041, 10.095], [5.599, 16.142, 11.148], [7.201, 16.481, 11.730], [6.748, 18.912, 11.720], [5.773, 18.037, 12.823], [1.177, 18.108, 10.157], [1.069, 19.877, 9.933], [0.928, 19.111, 11.537], [5.775, 15.744, 7.283], [5.353, 17.184, 7.302], [6.450, 17.989, 7.674], [6.159, 19.207, 8.039], [5.202, 19.805, 7.737], [7.131, 19.644, 8.808], [7.070, 20.882, 9.450], [5.539, 15.246, 8.216], [6.857, 15.636, 7.174], [5.285, 15.245, 6.450], [4.515, 17.318, 7.983], [5.043, 17.449, 6.291], [8.091, 21.222, 9.614], [6.601, 20.951, 10.436], [6.556, 21.613, 8.823], [5.626, 11.295, 12.731], [4.426, 11.009, 13.592], [3.303, 10.674, 12.830], [2.668, 11.685, 12.355], [2.995, 12.835, 12.464], [1.598, 11.227, 11.757], [0.845, 12.148, 10.957], [6.398, 11.821, 13.302], [5.421, 11.948, 11.884], [6.074, 10.373, 12.364], [4.178, 11.784, 14.313], [4.655, 10.117, 14.172], [1.497, 12.718, 10.291], [0.382, 12.876, 11.632], [0.039, 11.700, 10.388], [-6.786, 16.788, -0.455], [-7.129, 17.154, 0.965], [-6.177, 16.728, 1.914], [-6.015, 15.434, 2.148], [-6.659, 14.557, 1.672], [-5.117, 15.345, 3.110], [-4.894, 14.041, 3.654], [-7.588, 17.145, -1.111], [-6.702, 15.720, -0.623], [-5.887, 17.292, -0.823], [-8.088, 16.660, 1.174], [-7.329, 18.212, 1.091], [-5.830, 13.764, 4.149], [-4.177, 14.146, 4.462], [-4.599, 13.316, 2.910], [-0.315, 15.242, 11.948], [-1.467, 15.444, 12.915], [-2.738, 15.047, 12.293], [-3.185, 13.821, 12.436], [-2.779, 12.964, 13.186], [-4.256, 13.686, 11.652], [-5.032, 12.514, 11.750], [0.606, 15.571, 12.437], [-0.448, 15.878, 11.065], [-0.362, 14.245, 11.505], [-1.607, 16.513, 13.111], [-1.373, 14.996, 13.906], [-4.494, 11.659, 11.330], [-5.941, 12.670, 11.176], [-5.292, 12.260, 12.779], [-3.490, 19.052, 2.197], [-4.460, 20.186, 2.026], [-3.673, 21.345, 1.737], [-4.259, 22.425, 1.288], [-3.697, 23.479, 1.235], [-5.458, 22.171, 0.767], [-6.170, 23.269, 0.256], [-2.828, 19.198, 3.047], [-2.845, 19.040, 1.311], [-4.026, 18.106, 2.147], [-5.165, 20.314, 2.842], [-5.053, 19.945, 1.139], [-5.545, 24.123, -0.002], [-6.899, 23.649, 0.984], [-6.754, 22.964, -0.610], [-1.363, 19.086, 8.506], [-2.545, 19.045, 9.390], [-2.852, 17.656, 9.671], [-3.868, 17.137, 9.051], [-4.542, 17.658, 8.206], [-4.124, 15.997, 9.633], [-5.291, 15.336, 9.246], [-0.770, 19.993, 8.481], [-1.609, 18.844, 7.465], [-0.724, 18.222, 8.716], [-3.433, 19.456, 8.922], [-2.307, 19.401, 10.385], [-6.176, 15.774, 9.716], [-5.193, 14.295, 9.506], [-5.522, 15.404, 8.177], [0.804, 15.414, 8.649], [0.754, 14.797, 7.252], [-0.450, 14.913, 6.579], [-0.927, 16.076, 6.125], [-0.360, 17.112, 5.970], [-2.137, 15.812, 5.698], [-2.934, 16.945, 5.329], [-0.079, 16.031, 8.822], [1.726, 15.917, 8.923], [0.771, 14.607, 9.389], [0.913, 13.731, 7.377], [1.608, 15.105, 6.645], [-3.155, 16.831, 4.269], [-2.472, 17.916, 5.494], [-3.841, 16.930, 5.929], [-6.899, 17.843, 5.506], [-7.361, 19.211, 5.978], [-8.302, 19.752, 5.026], [-7.931, 20.698, 4.213], [-6.873, 21.237, 4.124], [-8.975, 20.981, 3.453], [-8.951, 22.279, 2.851], [-6.410, 17.846, 4.530], [-7.788, 17.214, 5.536], [-6.145, 17.424, 6.178], [-6.548, 19.887, 6.228], [-7.998, 19.080, 6.852], [-7.982, 22.400, 2.369], [-9.033, 23.048, 3.617], [-9.779, 22.269, 2.160], [-1.553, 12.608, 4.235], [-1.527, 13.563, 3.041], [-0.259, 13.135, 2.303], [0.659, 12.807, 3.365], [-0.089, 12.140, 4.402], [-2.208, 11.728, 4.150], [-1.978, 13.023, 5.157], [-1.450, 14.597, 3.371], [-2.419, 13.413, 2.433], [0.178, 13.969, 1.743], [-0.393, 12.327, 1.566], [0.431, 12.371, 5.335], [0.020, 11.051, 4.277], [3.596, 10.900, 5.394], [2.954, 10.116, 6.534], [2.721, 11.130, 7.664], [2.973, 12.421, 7.088], [3.822, 12.311, 5.997], [3.040, 10.953, 4.461], [4.582, 10.493, 5.162], [3.537, 9.244, 6.830], [1.992, 9.676, 6.250], [3.438, 11.028, 8.497], [1.728, 11.100, 8.112], [4.888, 12.403, 6.265], [3.649, 13.120, 5.287]]
}